Record 1
An isolated ion of composition CH4ClN2 and charge +1, computed with wB97M-V/def2-TZVPD.

Geometry as XYZ:
```
8
CH4ClN2 wB97M-V/def2-TZVPD
C -0.49 0.14 -0.02
N 0.65 -1.20 0.05
N 0.16 1.26 -0.05
Cl -2.09 -0.11 0.34
H 0.93 -1.56 -0.86
H 0.04 -1.90 0.28
H 1.16 1.28 -0.06
H -0.36 2.08 0.32
```

For the total energy, the calculation gives -16595.53986 eV. Its charge is +1. The orbital gap comes out at 10.565 eV. The value obtained for the LUMO energy is -5.79 eV. The spin multiplicity is 1.



Record 2
CH4N2O2S in the gas phase, computed with wB97M-V/def2-TZVPD.

Geometry as XYZ:
```
10
CH4N2O2S wB97M-V/def2-TZVPD
C -0.34 -0.06 -0.32
N -0.79 -1.17 0.33
N 1.12 0.06 0.00
O 1.83 0.85 -0.64
O 1.63 -0.59 0.89
S -0.94 1.66 0.38
H -0.39 -0.01 -1.46
H -1.66 -1.52 0.18
H -0.32 -1.41 1.13
H -0.15 2.18 -0.49
```

For the total energy, the calculation gives -19008.70371 eV. The orbital gap comes out at 9.599 eV. The value obtained for the LUMO energy is -0.25 eV. The spin multiplicity is 1.



Record 3
C3H4OS as an isolated structure, computed with wB97M-V/def2-TZVPD.

Geometry as XYZ:
```
9
C3H4OS wB97M-V/def2-TZVPD
C 0.57 1.23 0.22
C 1.14 2.28 0.06
C -0.30 0.13 0.51
O -0.29 -2.54 -1.23
S 0.07 -2.25 0.32
H -1.14 -2.18 -1.41
H 1.48 3.33 -0.06
H -0.36 -0.24 1.58
H -1.17 0.23 0.00
```

For the total energy, the calculation gives -16053.71922 eV. The orbital gap (spin up / spin down) comes out at 7.970 / 7.971 eV. The value obtained for the LUMO energy (spin up / spin down) is -0.75 / -0.75 eV. The spin multiplicity is 1.



Record 4
C6H7NO in the gas phase, computed with wB97M-V/def2-TZVPD.

Geometry as XYZ:
```
15
C6H7NO wB97M-V/def2-TZVPD
C -1.00 1.59 -1.18
C -0.17 1.50 -0.12
C -0.25 0.47 0.91
C 2.30 -1.50 -0.14
C -1.34 -0.48 0.76
C -2.17 -1.32 0.44
H -1.07 2.48 -1.82
H -1.73 0.72 -1.46
H 0.78 2.14 -0.10
H -0.32 0.93 1.90
H 2.85 -1.62 0.86
H 2.73 -2.00 -1.03
H -2.89 -1.99 0.17
N 1.29 -0.77 -0.22
O 0.99 -0.16 1.04
```

For the total energy, the calculation gives -9867.53198 eV. The orbital gap comes out at 10.688 eV. The value obtained for the LUMO energy is 1.14 eV. The spin multiplicity is 1.



Record 5
A 2-piece molecular cluster, C2H8N2O4P overall, computed with wB97M-V/def2-TZVPD.

Geometry as XYZ:
```
17
C2H8N2O4P wB97M-V/def2-TZVPD
C -1.34 -0.83 -0.14
C -1.08 0.73 0.07
N -0.58 1.31 -1.06
N -2.55 -1.39 0.45
O 1.61 -0.03 -1.22
O 3.34 -0.84 0.42
O 2.24 1.36 0.97
O -1.57 1.37 1.01
P 1.74 -0.21 0.28
H -1.32 -0.92 -1.15
H -0.50 -1.37 0.21
H 0.37 0.69 -1.35
H -0.62 2.31 -0.91
H 2.86 1.15 1.67
H -3.38 -1.11 -0.20
H -2.76 -0.94 1.37
H 3.53 -1.27 -0.40
```

For the total energy, the calculation gives -22665.74469 eV. Its charge is -1. The orbital gap comes out at 8.209 eV. The value obtained for the LUMO energy is 3.98 eV. The spin multiplicity is 1.



Record 6
A 2-piece molecular cluster, C6H11NO overall, computed with wB97M-V/def2-TZVPD.

Geometry as XYZ:
```
19
C6H11NO wB97M-V/def2-TZVPD
C -1.62 -0.14 -2.34
C 0.21 0.69 -1.20
C -0.52 0.21 -0.09
C 0.16 0.73 1.21
C 0.56 -0.40 2.02
C 0.40 -1.79 1.54
H -1.99 -1.25 -3.21
H -1.33 -0.88 -1.28
H -2.57 0.54 -2.13
H 0.95 1.74 -1.30
H -1.32 -0.65 -0.06
H -0.46 1.70 1.46
H 2.10 0.14 0.93
H 0.56 -0.22 3.00
H -0.46 -2.34 2.12
H 0.26 -1.56 0.55
H 1.12 -2.64 1.77
N 1.61 0.60 1.52
O -0.41 0.69 -2.42
```

For the total energy, the calculation gives -9928.74333 eV. The orbital gap comes out at 9.578 eV. The value obtained for the LUMO energy is 0.78 eV. The spin multiplicity is 1.



Record 7
C35H26Br2CrN2P2S2 as an isolated structure, computed with wB97M-V/def2-TZVPD.

Geometry as XYZ:
```
70
C35H26Br2CrN2P2S2 wB97M-V/def2-TZVPD
Cr 0.19 -0.16 -1.78
S 1.40 -2.13 -1.04
P 0.52 -1.43 0.66
C -0.44 -0.18 0.04
P -0.87 1.45 0.21
S -0.68 2.10 -1.71
C 0.19 2.37 1.34
C 1.09 3.32 0.90
C 1.94 3.95 1.81
C 1.88 3.61 3.16
C 0.98 2.65 3.60
C 0.13 2.03 2.70
C -2.55 1.67 0.82
C -3.45 0.63 0.72
C -4.76 0.80 1.14
C -5.16 2.02 1.67
C -4.26 3.07 1.76
C -2.95 2.90 1.34
C -0.43 -2.71 1.49
C -0.02 -4.04 1.46
C -0.75 -5.00 2.15
C -1.88 -4.63 2.87
C -2.29 -3.30 2.90
C -1.57 -2.34 2.21
C 1.75 -0.87 1.86
C 1.72 -1.29 3.19
C 2.65 -0.79 4.09
C 3.60 0.13 3.68
C 3.63 0.55 2.35
C 2.71 0.05 1.45
H 1.13 3.59 -0.15
H 2.63 4.71 1.47
H 2.54 4.10 3.86
H 0.94 2.38 4.65
H -0.58 1.29 3.05
H -3.13 -0.32 0.31
H -5.47 -0.02 1.07
H -6.18 2.15 2.00
H -4.58 4.02 2.17
H -2.25 3.72 1.43
H 0.85 -4.32 0.88
H -0.43 -6.03 2.12
H -2.44 -5.38 3.41
H -3.17 -3.02 3.46
H -1.89 -1.31 2.22
H 0.98 -2.01 3.52
H 2.63 -1.13 5.12
H 4.32 0.51 4.38
H 4.37 1.27 2.03
H 2.74 0.37 0.42
Br 4.61 1.20 -6.68
C 3.40 0.85 -5.29
C 3.68 1.27 -4.00
C 2.76 0.98 -3.02
N 1.63 0.32 -3.26
C 1.36 -0.08 -4.51
C 2.22 0.17 -5.56
C 0.06 -0.79 -4.66
C -0.40 -1.29 -5.87
C -1.62 -1.95 -5.88
Br -2.28 -2.64 -7.49
C -2.35 -2.08 -4.71
C -1.82 -1.55 -3.56
N -0.64 -0.92 -3.53
H 4.59 1.80 -3.77
H 2.92 1.29 -1.99
H 2.00 -0.16 -6.56
H 0.17 -1.19 -6.78
H -3.31 -2.59 -4.70
H -2.34 -1.63 -2.61
```

For the total energy, the calculation gives -248450.07922 eV. Its charge is +1. The orbital gap (spin up / spin down) comes out at 7.249 / 7.231 eV. As for the expectation value of S²: 3.83. The value obtained for the LUMO energy (spin up / spin down) is -3.44 / -3.62 eV. The spin multiplicity is 4.



The records above yield ΔE to the lowest compared entry with this formula, charge and spin values of 2.6357; 3.2202; 4.3905; 5.1258; 1.4137; 9.7111; 0.0000 eV, respectively.